{"formula": "C3H9NS", "method": "the ωB97M-V functional and the def2-TZVPD basis", "species": ["C", "C", "C", "H", "H", "H", "H", "H", "H", "H", "H", "H", "N", "S"], "xyz": [[0.18, 0.69, -0.81], [-0.08, -0.89, -0.61], [-0.16, -1.21, 0.86], [-1.31, 1.70, 0.15], [0.08, 2.28, 0.90], [1.34, 0.77, -1.31], [-0.35, 0.75, -1.78], [0.62, -1.26, -1.57], [-1.15, -0.83, -1.04], [-0.52, -2.39, 0.76], [-0.91, -0.63, 1.45], [1.30, 0.49, 1.04], [-0.31, 1.36, 0.29], [1.28, -0.83, 1.67]], "nbo_charge": [-0.25, -0.42, -0.63, 0.39, 0.41, 0.20, 0.19, 0.24, 0.19, 0.25, 0.25, 0.15, -0.93, -0.02], "e_lumo_ev": 0.78, "de_lowest_kj_mol": 389.0, "mol_weight_g_mol": 91.18, "smiles": "NCCCS", "total_energy_ha": -572.49192}

***

{"formula": "C43H40N8O2S3W", "method": "the ωB97M-V functional and the def2-TZVPD basis", "species": ["W", "S", "C", "C", "C", "C", "C", "N", "H", "H", "H", "H", "N", "C", "C", "C", "C", "C", "C", "S", "O", "O", "N", "C", "N", "C", "C", "C", "N", "H", "H", "H", "H", "H", "H", "H", "H", "H", "C", "C", "C", "C", "C", "C", "C", "N", "C", "N", "C", "C", "C", "C", "C", "C", "C", "N", "C", "C", "C", "C", "C", "C", "C", "H", "H", "H", "H", "H", "H", "H", "H", "H", "H", "H", "H", "H", "H", "H", "H", "H", "H", "H", "H", "H", "H", "S", "C", "C", "C", "C", "C", "C", "H", "H", "H", "H", "H"], "xyz": [[-0.58, -0.84, 1.39], [-1.15, 0.76, 3.32], [-2.65, -0.05, 3.10], [-3.78, 0.05, 3.93], [-4.91, -0.64, 3.60], [-4.93, -1.44, 2.45], [-3.79, -1.52, 1.69], [-2.67, -0.83, 2.00], [-3.72, 0.68, 4.81], [-5.79, -0.57, 4.22], [-5.80, -2.00, 2.15], [-3.73, -2.14, 0.81], [7.46, -1.47, 0.37], [6.28, -0.96, 0.91], [5.67, 0.15, 0.34], [4.46, 0.61, 0.83], [3.86, -0.03, 1.91], [4.47, -1.13, 2.50], [5.67, -1.60, 2.00], [2.35, 0.60, 2.52], [2.50, 0.98, 3.89], [1.89, 1.55, 1.54], [1.33, -0.68, 2.41], [1.05, -1.57, 3.40], [1.79, -1.90, 4.45], [1.22, -2.79, 5.26], [-0.04, -3.35, 5.06], [-0.71, -2.98, 3.91], [-0.15, -2.10, 3.08], [8.01, -0.82, -0.16], [8.01, -2.06, 0.97], [6.13, 0.64, -0.51], [3.96, 1.46, 0.39], [4.01, -1.62, 3.35], [6.14, -2.47, 2.44], [1.81, -3.07, 6.13], [-0.46, -4.06, 5.75], [-1.67, -3.37, 3.63], [-1.78, 3.75, -3.78], [-0.39, 4.09, -3.31], [0.43, 4.97, -4.01], [1.71, 5.27, -3.58], [2.20, 4.71, -2.41], [1.40, 3.85, -1.68], [0.12, 3.52, -2.13], [-0.71, 2.66, -1.38], [-0.36, 1.44, -0.86], [0.78, 0.93, -1.35], [1.44, -0.29, -1.09], [0.98, -1.18, -0.14], [1.75, -2.35, -0.01], [2.86, -2.62, -0.77], [3.28, -1.69, -1.72], [2.58, -0.51, -1.89], [3.05, 0.51, -2.89], [-1.13, 0.82, 0.01], [-2.37, 1.52, 0.27], [-2.39, 2.63, 1.10], [-3.58, 3.30, 1.35], [-4.75, 2.85, 0.76], [-4.72, 1.76, -0.09], [-3.54, 1.09, -0.37], [-3.51, -0.05, -1.35], [-1.94, 4.15, -4.78], [-2.54, 4.19, -3.13], [-1.95, 2.68, -3.79], [0.04, 5.41, -4.92], [2.33, 5.95, -4.16], [3.19, 4.95, -2.06], [1.74, 3.44, -0.73], [-1.66, 2.95, -1.21], [1.22, 1.52, -2.05], [1.45, -3.09, 0.73], [3.42, -3.54, -0.62], [4.16, -1.87, -2.32], [3.97, 0.17, -3.37], [3.27, 1.48, -2.42], [2.32, 0.69, -3.68], [-1.46, 2.95, 1.55], [-3.58, 4.16, 2.01], [-5.69, 3.36, 0.96], [-5.64, 1.42, -0.57], [-4.52, -0.42, -1.54], [-2.90, -0.88, -1.01], [-3.09, 0.26, -2.31], [-1.29, -3.10, 0.54], [-1.80, -3.20, -1.16], [-2.87, -4.05, -1.45], [-3.32, -4.21, -2.76], [-2.73, -3.51, -3.80], [-1.66, -2.67, -3.52], [-1.20, -2.51, -2.22], [-3.34, -4.59, -0.64], [-4.15, -4.88, -2.95], [-3.09, -3.63, -4.81], [-1.18, -2.12, -4.32], [-0.36, -1.85, -2.02]], "nbo_charge": [1.33, -0.10, 0.10, -0.27, -0.13, -0.29, 0.08, -0.58, 0.23, 0.22, 0.23, 0.23, -0.80, 0.19, -0.27, -0.17, -0.33, -0.17, -0.26, 2.35, -0.92, -0.96, -0.93, 0.60, -0.47, 0.12, -0.35, 0.13, -0.55, 0.38, 0.38, 0.21, 0.24, 0.25, 0.21, 0.20, 0.23, 0.22, -0.64, -0.05, -0.19, -0.22, -0.20, -0.26, 0.20, -0.64, 0.69, -0.60, 0.18, -0.36, -0.14, -0.25, -0.20, -0.08, -0.64, -0.65, 0.08, -0.16, -0.24, -0.20, -0.22, -0.02, -0.63, 0.22, 0.22, 0.23, 0.21, 0.22, 0.22, 0.24, 0.43, 0.42, 0.20, 0.21, 0.21, 0.23, 0.21, 0.21, 0.23, 0.22, 0.21, 0.21, 0.22, 0.23, 0.22, -0.18, -0.17, -0.23, -0.21, -0.24, -0.22, -0.18, 0.21, 0.21, 0.21, 0.21, 0.22], "e_lumo_ev": [0.51, -0.19], "spin_multiplicity": 3, "mol_weight_g_mol": 980.89, "total_energy_ha": -3512.90774}

***

{"formula": "C12H10N3O3", "method": "the ωB97M-V functional and the def2-TZVPD basis", "species": ["C", "O", "C", "C", "C", "C", "C", "C", "C", "N", "C", "N", "C", "C", "H", "H", "H", "H", "H", "H", "H", "H", "C", "N", "O", "O", "H", "H"], "xyz": [[-4.56, 1.02, 2.26], [-3.99, -0.15, 2.79], [-2.62, -0.27, 2.62], [-2.01, -1.40, 3.19], [-0.66, -1.61, 3.09], [0.16, -0.70, 2.42], [1.60, -0.92, 2.34], [2.55, 0.01, 2.60], [3.90, -0.34, 2.45], [5.00, -0.66, 2.31], [2.22, 1.28, 3.08], [1.92, 2.32, 3.49], [-0.45, 0.43, 1.85], [-1.80, 0.63, 1.93], [-5.63, 1.04, 2.48], [-4.09, 1.89, 2.71], [-4.43, 1.02, 1.17], [-2.64, -2.09, 3.72], [-0.21, -2.47, 3.55], [1.93, -1.92, 2.09], [0.17, 1.13, 1.32], [-2.24, 1.48, 1.45], [1.89, -1.00, -1.28], [0.90, -1.90, -1.57], [1.12, -3.12, -1.40], [-0.20, -1.48, -1.99], [1.71, 0.04, -1.44], [2.83, -1.35, -0.91]], "nbo_charge": [-0.25, -0.50, 0.32, -0.26, -0.14, -0.15, 0.05, -0.35, 0.29, -0.31, 0.29, -0.32, -0.06, -0.32, 0.19, 0.17, 0.18, 0.22, 0.21, 0.24, 0.22, 0.22, -0.55, 0.44, -0.59, -0.59, 0.17, 0.17], "e_lumo_ev": 1.86, "mol_weight_g_mol": 244.23, "charge": -1, "total_energy_ha": -853.14461}

***

{"formula": "C2H2FO3S", "method": "the ωB97M-V functional and the def2-TZVPD basis", "species": ["C", "C", "O", "O", "O", "F", "S", "H", "H"], "xyz": [[1.11, 0.19, -1.21], [-0.06, -0.55, -0.53], [-1.30, -1.22, 1.74], [-1.60, 1.06, 0.90], [0.51, 0.40, 1.86], [-1.08, -0.94, -1.31], [-0.71, -0.02, 1.14], [1.63, 0.65, -0.38], [1.51, 0.44, -2.22]], "nbo_charge": [-0.52, 0.12, -1.01, -0.99, -1.03, -0.35, 2.36, 0.22, 0.20], "e_lumo_ev": 3.93, "de_lowest_kj_mol": 184.2, "mol_weight_g_mol": 125.10, "charge": -1, "smiles": "C=C(F)S(=O)(=O)[O-]", "total_energy_ha": -801.17070}

***

{"formula": "C6H6", "method": "the ωB97M-V functional and the def2-TZVPD basis", "species": ["C", "C", "C", "C", "C", "C", "H", "H", "H", "H", "H", "H"], "xyz": [[1.04, -0.07, 1.01], [1.31, 1.07, 0.00], [1.00, -1.07, 0.00], [1.04, -0.06, -1.01], [-0.02, 0.49, 0.00], [-1.50, 0.49, 0.00], [0.96, -0.10, 2.08], [0.84, -2.14, 0.00], [0.95, -0.10, -2.08], [-1.88, 0.01, 0.90], [-1.89, -0.04, -0.87], [-1.85, 1.51, -0.03]], "nbo_charge": [-0.26, -0.20, -0.10, -0.26, 0.05, -0.62, 0.24, 0.22, 0.24, 0.23, 0.23, 0.24], "e_lumo_ev": 0.94, "de_lowest_kj_mol": 586.2, "mol_weight_g_mol": 78.11, "total_energy_ha": -232.00307}

***

{"formula": "C28H76N3O20PS", "method": "the ωB97M-V functional and the def2-TZVPD basis", "species": ["C", "C", "O", "C", "C", "C", "C", "C", "C", "C", "C", "N", "C", "C", "C", "N", "C", "C", "C", "C", "C", "C", "C", "O", "C", "N", "C", "P", "C", "C", "C", "C", "C", "C", "S", "H", "H", "H", "H", "H", "H", "H", "H", "H", "H", "H", "H", "H", "H", "H", "H", "H", "H", "H", "H", "H", "H", "H", "H", "H", "H", "H", "H", "H", "H", "H", "H", "H", "H", "H", "H", "H", "H", "H", "H", "O", "H", "H", "O", "H", "H", "O", "H", "H", "O", "H", "H", "O", "H", "H", "O", "H", "H", "O", "H", "H", "O", "H", "H", "O", "H", "H", "O", "H", "H", "O", "H", "H", "O", "H", "H", "O", "H", "H", "O", "H", "H", "O", "H", "H", "O", "H", "H", "O", "H", "H", "O", "H", "H"], "xyz": [[1.35, -1.63, 5.13], [-0.07, -2.36, 5.16], [-0.84, -2.11, 3.97], [-1.67, -3.24, 3.63], [-1.05, -4.02, 2.39], [-1.13, -3.14, 1.10], [-2.37, -2.70, 0.46], [-2.41, -1.84, -0.75], [-3.77, -1.36, -1.37], [-4.00, 0.20, -1.17], [-4.76, 0.54, 0.18], [-4.66, 2.01, 0.45], [-1.12, -1.43, -1.30], [0.16, -1.86, -0.68], [0.14, -2.72, 0.50], [1.46, -1.46, -1.18], [1.96, -2.30, -2.31], [1.05, -3.55, -2.65], [3.47, -2.71, -2.08], [3.83, -3.16, -0.61], [1.54, -0.04, -1.46], [2.70, 0.68, -0.94], [2.79, 2.12, -1.16], [3.94, 2.80, -0.59], [3.93, 2.51, 0.73], [3.73, 2.38, 1.85], [1.78, 2.88, -1.93], [1.98, 4.70, -2.22], [3.78, 5.20, -2.47], [4.46, 5.91, -1.24], [1.12, 5.75, -0.92], [0.76, 4.98, 0.41], [0.61, 2.14, -2.45], [0.49, 0.70, -2.20], [-0.93, -0.32, -2.75], [1.27, -0.65, 5.69], [1.70, -1.46, 4.08], [2.14, -2.23, 5.66], [0.13, -3.43, 5.38], [-0.62, -1.88, 6.04], [-1.77, -3.92, 4.52], [-2.68, -2.81, 3.38], [0.05, -4.13, 2.65], [-1.51, -5.05, 2.27], [-3.35, -3.01, 0.91], [-4.61, -1.86, -0.81], [-3.89, -1.69, -2.44], [-4.66, 0.59, -2.00], [-3.05, 0.79, -1.25], [-5.85, 0.32, -0.01], [-4.40, -0.06, 1.05], [-3.66, 2.21, 0.63], [-4.85, 2.47, -0.45], [1.11, -3.04, 0.96], [1.93, -1.64, -3.24], [0.07, -3.26, -3.12], [1.60, -4.12, -3.45], [0.92, -4.28, -1.79], [4.11, -1.82, -2.34], [3.78, -3.53, -2.78], [4.77, -2.63, -0.30], [4.04, -4.26, -0.55], [3.05, -2.92, 0.15], [3.48, 0.15, -0.34], [3.81, 5.91, -3.34], [4.38, 4.26, -2.72], [5.51, 6.17, -1.55], [4.57, 5.24, -0.34], [3.94, 6.83, -0.89], [1.79, 6.62, -0.69], [0.20, 6.18, -1.41], [0.32, 3.97, 0.21], [-0.03, 5.60, 0.96], [1.66, 4.97, 1.08], [-0.22, 2.64, -3.04], [-0.93, -0.68, 8.00], [-1.55, -0.76, 8.74], [-0.81, 0.27, 7.91], [1.40, -6.15, -0.41], [0.55, -5.95, 0.01], [1.44, -7.11, -0.41], [-1.49, 3.44, -4.86], [-2.36, 3.25, -5.23], [-0.97, 3.72, -5.62], [-7.74, 2.97, 0.76], [-8.22, 2.23, 1.15], [-6.91, 2.58, 0.46], [-5.87, -1.61, 2.63], [-5.54, -1.91, 3.49], [-5.64, -0.67, 2.61], [4.05, 5.47, 2.57], [3.21, 5.64, 3.02], [4.11, 4.50, 2.57], [2.42, -5.20, 2.64], [3.38, -5.15, 2.70], [2.25, -5.33, 1.70], [-0.77, -6.84, 2.55], [0.04, -6.96, 3.05], [-1.38, -7.49, 2.93], [0.79, -6.21, -4.97], [1.00, -6.10, -4.03], [1.28, -5.50, -5.40], [2.24, 5.03, -5.89], [2.46, 5.14, -4.96], [2.72, 5.75, -6.33], [3.09, 2.23, -7.04], [3.05, 3.16, -6.79], [2.27, 1.86, -6.70], [2.14, 7.93, -5.87], [2.10, 8.86, -5.62], [1.32, 7.55, -5.53], [5.03, 2.65, -4.13], [4.35, 2.19, -4.64], [5.10, 2.13, -3.32], [-1.76, 6.83, 0.81], [-1.80, 7.75, 1.07], [-2.58, 6.45, 1.15], [-4.54, -5.93, 1.17], [-5.19, -5.22, 1.20], [-3.69, -5.48, 1.26], [-0.13, -4.31, 7.51], [-0.17, -3.37, 7.76], [-0.95, -4.67, 7.86], [-6.40, -4.49, 3.22], [-7.02, -4.60, 3.95], [-6.29, -3.54, 3.14], [-1.90, 2.35, -0.03], [-1.19, 2.77, 0.47], [-1.43, 1.72, -0.61]], "lowdin_charge": [-0.06, -0.27, -0.17, -0.19, -0.12, -0.16, 0.02, -0.17, -0.15, -0.20, -0.26, -0.03, -0.35, -0.21, 0.05, -0.06, -0.32, -0.05, -0.18, -0.10, -0.19, 0.08, -0.20, 0.00, -0.29, 0.20, -0.28, 1.00, -0.40, -0.16, -0.39, -0.14, -0.07, -0.40, 0.98, 0.06, 0.07, 0.07, 0.09, 0.09, 0.12, 0.11, 0.10, 0.09, 0.10, 0.11, 0.11, 0.12, 0.05, 0.11, 0.10, 0.03, 0.07, 0.10, 0.14, 0.09, 0.06, 0.07, 0.10, 0.11, 0.07, 0.07, 0.05, 0.13, 0.06, 0.06, 0.08, 0.05, 0.06, 0.06, 0.07, 0.04, 0.06, 0.06, 0.10, -0.05, 0.04, 0.05, -0.06, 0.04, 0.05, -0.06, 0.04, 0.04, -0.07, 0.03, -0.02, -0.06, 0.04, 0.04, -0.07, 0.03, -0.01, -0.06, 0.04, 0.00, -0.06, 0.05, 0.06, -0.06, 0.01, 0.03, -0.07, -0.03, 0.03, -0.06, 0.00, 0.03, -0.06, 0.04, 0.04, -0.06, 0.03, 0.03, -0.06, 0.05, 0.05, -0.06, 0.01, 0.00, -0.06, 0.02, 0.04, -0.04, 0.05, -0.01, -0.05, 0.04, 0.02], "e_lumo_ev": 0.12, "de_lowest_kj_mol": 418.9, "mol_weight_g_mol": 837.96, "total_energy_ha": -3520.89076}